Arrangement 1

59
Properties=species:S:1:pos:R:3 method="wB97M-V/def2-TZVPD" charge=-1 homo_ev=-7.0 gap_ev=9.113
O -5.8368 0.8157 -1.3952
H 1.4365 -3.6950 1.5940
H 1.3408 -2.2018 1.4743
O 2.7951 1.5625 -4.8221
H 0.7789 4.0646 3.5183
H -1.7438 -2.8029 0.0150
H -1.9837 -2.1550 2.7869
H 0.0360 -0.3810 -1.3369
H -0.3786 -4.5863 -1.6888
O -0.1792 0.9895 -3.3780
H -5.0146 0.8616 -0.8599
H -4.6791 -0.2558 2.7259
H -2.1175 2.2755 0.2365
H -2.3216 -3.5127 -1.1618
H 1.2358 -0.0894 0.2307
H 0.9504 -0.8171 2.4668
H 0.5499 3.1207 2.3980
H 0.9884 -4.1549 -0.8553
O 0.6314 0.3403 -0.1631
H 3.8750 0.3075 1.5493
O 0.5983 -4.6215 -1.5757
H -5.5556 0.2237 -1.9678
O -1.5171 -2.3958 3.6311
O -3.3087 -0.7418 -0.8305
H 2.3649 2.1753 -4.1463
H 1.1598 -0.7178 3.9682
H -2.9766 -0.0394 -1.5000
O 0.8018 -3.0225 -4.2578
O 2.4443 5.4242 0.0583
H 3.3265 -0.7825 2.4049
H 0.2147 -3.7381 -3.9596
H 1.5292 -0.0180 -2.4778
H -0.5574 -2.1329 3.4462
H -2.6132 3.2509 1.0383
O 3.1604 0.1928 2.2101
H 2.9062 0.6274 -4.5702
H 2.3671 0.6419 -1.5810
H 1.7330 -3.2127 -3.8138
H 3.3115 3.4012 2.1389
O -3.6960 -0.4449 2.6894
O 0.0075 0.8683 2.2721
O 0.4226 3.9985 2.6117
O 1.8896 -2.8604 1.2106
H 0.2721 1.7916 -3.2118
H -0.9904 0.8395 2.1313
O 1.3714 -1.2058 3.1799
O 2.4681 0.1203 -2.3936
O -2.9655 2.3362 0.7720
H -3.3534 -0.2738 1.8713
H -0.4211 0.6973 -2.4077
H 0.0294 1.0447 1.1956
H 2.5689 2.3460 1.1930
H 3.0394 5.2244 0.7519
H 1.6171 5.0544 0.2312
O 2.5547 3.3262 1.5431
H 0.1392 -1.4503 -2.5022
O -0.5673 -1.0877 -1.8367
O -1.8339 -3.6408 -0.3419
H -2.3048 -0.8841 -0.5096

***

Arrangement 2

59
Properties=species:S:1:pos:R:3 method="wB97M-V/def2-TZVPD" charge=-1 homo_ev=-7.6 gap_ev=9.667
H -1.8728 4.1280 2.6497
H 1.7913 -1.5222 -0.0027
O -1.6041 -0.2910 -0.7306
O 1.1241 4.7313 2.2456
H -1.3327 -3.9482 -2.9550
H -1.2288 -1.3194 -4.9649
H -0.8334 -2.5875 -2.3944
O 4.0126 3.7167 1.6769
H -0.7134 0.9781 -4.0463
H -0.8256 -5.9020 1.1626
H 4.8966 1.6303 2.7938
H 4.7667 3.5119 1.1317
O -2.8512 -1.0955 2.1452
O -2.5261 3.5841 3.0855
H -3.5152 2.4918 0.4037
H -2.7545 -2.0481 2.1263
H 0.1827 1.7168 2.4568
H -2.1977 -0.6508 -1.3893
H 1.8823 0.7297 -0.1178
H -2.3380 1.3273 0.5418
O 0.1899 0.8345 -3.7691
H 1.7005 4.0298 1.9237
H -0.7706 -5.2443 -0.1641
O -3.2669 1.5793 0.5861
H 2.9991 0.4080 0.7999
H 0.1472 -2.5039 0.6666
O -0.4391 -6.0116 0.2857
O -5.6030 0.3540 0.6993
H 5.3414 0.2547 2.4386
H -2.6274 2.7623 2.5924
O -1.9745 -0.7735 -4.7321
H -4.7752 0.8690 0.8517
O 4.6935 0.7036 2.9741
H -0.1552 2.8172 1.2056
H 0.8831 -1.2992 -1.7443
H 4.3657 3.2604 -1.2115
O 2.5027 1.1725 0.4700
H -0.7201 -0.7739 -0.6238
H -0.6680 -1.6287 1.4669
H -2.4664 -1.0102 -3.9436
H 3.4265 1.9997 -0.7458
H 0.2586 4.6362 1.8466
H -2.4443 -0.8042 1.3222
H 3.7328 -2.5322 -0.1880
H 3.7021 2.9697 2.1920
O 2.5412 -1.7084 0.8224
O 4.1493 2.3341 -1.3202
H 4.9941 -3.4978 -0.3077
H -4.5512 0.0792 -3.0070
H -4.1384 -1.1215 -2.1096
H 2.0464 -2.5287 0.9348
O -0.3983 2.1547 1.8438
H 0.1028 0.4993 -2.8764
O -1.3777 -3.0009 -3.0889
O 0.6688 -1.3726 -0.8014
O 4.1524 -3.2611 -0.6967
O -0.5699 -2.5792 1.3331
H -5.4089 -0.3961 1.2676
O -4.3059 -0.8516 -3.0112

***

Which structure wins on stability? arrangement 2 wins.